Entry 1:
{"formula": "C21H33N9O12", "method": "ωB97M-V/def2-TZVPD", "smiles": "C[N+](=O)[O-].C[N+](=O)[O-].C[N+](=O)[O-].C[N+](=O)[O-].C[N+](=O)[O-].C[N+](=O)[O-].c1ccncc1.c1ccncc1.c1ccncc1", "de_lowest_kcal_mol": 10.4, "homo_lumo_gap_ev": 9.554, "homo_energy_ev": -9.44, "molar_mass_g_mol": 603.55, "e_tot_ha": -2215.06004, "species": ["C", "N", "O", "O", "H", "H", "H", "C", "N", "O", "O", "H", "H", "H", "C", "N", "O", "O", "H", "H", "H", "C", "N", "O", "O", "H", "H", "H", "C", "N", "O", "O", "H", "H", "H", "C", "N", "O", "O", "H", "H", "H", "C", "C", "C", "N", "C", "C", "H", "H", "H", "H", "H", "C", "C", "C", "N", "C", "C", "H", "H", "H", "H", "H", "C", "C", "C", "N", "C", "C", "H", "H", "H", "H", "H"], "coordinates": [[1.944, 4.797, 1.117], [2.476, 3.424, 1.484], [1.652, 2.688, 2.027], [3.586, 3.160, 1.253], [1.968, 5.477, 1.978], [0.844, 4.653, 1.082], [2.354, 5.161, 0.184], [-5.293, 2.239, -1.433], [-5.801, 2.206, -0.067], [-5.756, 1.167, 0.537], [-6.265, 3.227, 0.361], [-4.279, 1.903, -1.374], [-5.268, 3.278, -1.694], [-6.009, 1.614, -1.963], [4.266, 0.190, 2.299], [3.757, -0.290, 0.938], [2.670, -0.785, 0.920], [4.423, 0.003, -0.039], [4.887, 1.014, 2.113], [4.814, -0.617, 2.847], [3.314, 0.474, 2.772], [-3.657, -2.405, -2.568], [-2.828, -2.028, -1.321], [-2.975, -0.909, -0.927], [-2.247, -2.925, -0.743], [-4.133, -3.334, -2.271], [-2.929, -2.558, -3.364], [-4.387, -1.614, -2.701], [-0.600, 0.230, 0.873], [-0.475, 1.466, 0.025], [-1.313, 2.291, 0.149], [0.455, 1.581, -0.769], [-0.660, -0.611, 0.151], [-1.452, 0.305, 1.552], [0.374, 0.183, 1.361], [3.822, 2.429, -2.624], [3.123, 3.756, -2.669], [3.300, 4.474, -1.647], [2.538, 4.077, -3.642], [4.876, 2.636, -2.360], [3.666, 2.025, -3.625], [3.348, 1.868, -1.826], [-0.124, -4.950, -0.098], [0.226, -5.905, -1.071], [1.595, -5.975, -1.380], [2.560, -5.226, -0.843], [2.186, -4.386, 0.053], [0.862, -4.119, 0.412], [-1.145, -4.879, 0.223], [-0.457, -6.626, -1.500], [1.907, -6.676, -2.118], [2.945, -3.724, 0.537], [0.622, -3.347, 1.107], [-1.496, 2.650, 3.906], [-0.751, 2.336, 4.994], [-1.225, 1.388, 5.855], [-2.439, 0.861, 5.743], [-3.181, 1.265, 4.700], [-2.748, 2.142, 3.691], [-1.074, 3.275, 3.100], [0.192, 2.790, 5.057], [-0.680, 1.068, 6.755], [-4.219, 0.807, 4.711], [-3.294, 2.395, 2.774], [1.758, -2.131, -2.490], [1.182, -3.132, -3.293], [-0.092, -2.822, -3.862], [-0.643, -1.575, -3.778], [-0.108, -0.679, -2.995], [1.067, -0.900, -2.326], [2.701, -2.234, -1.978], [1.633, -4.120, -3.399], [-0.689, -3.520, -4.388], [-0.624, 0.255, -2.952], [1.423, -0.228, -1.542]], "forces_ev_per_a": [[-1.983, -0.252, 0.679], [-3.799, 1.728, 0.699], [0.411, -0.171, -0.030], [3.296, -0.934, -0.655], [1.029, -0.268, -0.176], [0.668, -0.151, -0.651], [0.276, -0.058, 0.188], [-0.048, 0.157, 0.137], [-0.105, 0.069, 0.394], [0.152, -0.922, 0.336], [-0.485, 1.079, 0.597], [0.408, -0.782, -0.336], [-0.355, 0.301, -0.573], [0.510, 0.070, -0.523], [-1.235, -1.617, 0.169], [1.536, 1.548, 0.597], [-1.059, -0.957, -0.245], [-0.114, -0.439, 0.091], [0.781, 1.037, -0.222], [-0.693, 0.532, -0.696], [0.705, -0.065, 0.254], [0.869, -0.272, 1.081], [-1.762, -1.418, -0.844], [0.519, 1.308, 0.478], [0.359, 0.369, -0.268], [-0.029, -0.087, -0.201], [-0.291, 0.241, -0.085], [0.261, 0.041, -0.265], [1.030, -0.348, -0.873], [1.033, -1.042, -0.485], [-1.851, 1.729, 0.424], [-0.092, -0.435, 0.664], [-0.145, 0.462, 0.593], [0.252, 0.116, -0.353], [-0.209, -0.182, 0.266], [0.011, 0.561, -0.269], [1.973, 0.753, 3.282], [-0.599, -1.120, -1.832], [-1.048, 0.459, -1.274], [-0.627, -0.181, -0.263], [0.257, -0.315, 0.379], [-0.006, -0.229, -0.053], [0.125, -0.430, -0.687], [1.522, 0.551, 0.924], [-1.168, -0.075, -0.115], [0.378, -1.608, -1.113], [-0.235, 3.156, 1.938], [-0.134, -1.243, -0.373], [-0.269, 0.220, 0.078], [-0.104, 0.208, 0.003], [0.321, -0.507, -0.515], [-0.333, -0.722, -0.522], [-0.033, 0.381, 0.430], [0.113, 1.225, -2.456], [0.251, -0.328, -0.013], [-0.144, -0.299, 1.489], [-0.426, 0.328, -0.722], [-1.695, -0.889, 0.004], [-0.525, -0.850, 0.646], [-0.099, -0.112, 0.663], [1.256, 0.316, 0.501], [0.017, 0.144, -0.542], [1.325, 0.685, -0.340], [-0.045, -0.263, 0.660], [-1.242, 0.763, -0.622], [-1.208, 0.810, 0.099], [1.634, 2.019, 1.101], [-0.737, -2.662, -0.743], [0.639, 0.229, -0.045], [1.527, -1.276, 1.187], [0.091, -0.332, 0.028], [-0.153, 0.376, -0.041], [-0.218, -0.770, -0.601], [-0.213, 0.634, 0.230], [-0.017, 0.004, -0.670]]}

***

Entry 2:
{"formula": "C5H10N2O2", "method": "ωB97M-V/def2-TZVPD", "de_lowest_kcal_mol": 93.0, "homo_lumo_gap_ev": 7.611, "homo_energy_ev": -7.02, "molar_mass_g_mol": 130.15, "e_tot_ha": -456.40597, "species": ["C", "C", "C", "C", "C", "N", "O", "N", "O", "H", "H", "H", "H", "H", "H", "H", "H", "H", "H"], "coordinates": [[1.694, 0.429, 0.496], [-0.274, -2.014, 0.079], [0.079, 1.357, -1.367], [-0.192, -1.314, 2.039], [-0.555, -0.770, -0.448], [-1.876, -0.369, -0.591], [1.340, 1.411, 1.383], [0.440, 0.123, -0.704], [-1.194, -0.881, 2.430], [1.092, 2.213, 0.907], [-2.540, -0.986, -0.147], [-2.077, 0.599, -0.392], [2.018, -0.450, 1.036], [2.428, 0.723, -0.255], [0.713, -2.426, -0.027], [-1.079, -2.717, 0.234], [-0.462, 2.068, -0.719], [0.992, 1.846, -1.715], [-0.547, 1.159, -2.239]], "forces_ev_per_a": [[-1.752, 0.137, -2.824], [-0.383, 0.591, -1.672], [0.198, 0.153, 0.233], [-0.542, 0.588, 2.090], [-0.397, -1.676, 0.923], [0.148, 0.145, -0.081], [-0.224, -0.192, -0.055], [2.262, 0.741, 1.821], [0.686, -0.410, -0.686], [0.159, -0.029, 0.026], [0.063, -0.038, -0.088], [0.059, 0.010, 0.050], [-0.581, -0.291, -0.135], [0.177, 0.197, 0.268], [0.139, 0.038, 0.072], [-0.054, 0.021, 0.100], [0.014, 0.018, -0.102], [-0.036, 0.036, -0.018], [0.064, -0.038, 0.077]]}

***

Entry 3:
{"formula": "C3H13O3S", "method": "ωB97M-V/def2-TZVPD", "spin_multiplicity": 2, "de_lowest_kcal_mol": 15.0, "homo_lumo_gap_ev": [10.735, 6.856], "homo_energy_ev": [-10.28, -9.93], "molar_mass_g_mol": 129.20, "e_tot_ha": -745.92876, "species": ["C", "C", "C", "S", "H", "H", "H", "H", "H", "H", "H", "H", "H", "O", "H", "H", "O", "H", "H", "O"], "coordinates": [[1.095, -0.390, 1.803], [-0.441, -0.340, 1.890], [-1.268, -0.052, 0.649], [-1.218, 1.459, -0.257], [1.431, -0.617, 0.809], [1.486, -1.202, 2.440], [1.445, 0.552, 2.227], [-0.854, -1.198, 2.428], [-0.673, 0.484, 2.604], [-2.309, -0.224, 1.025], [-1.164, -0.905, 0.004], [-1.306, -1.859, -1.674], [-0.464, -1.739, -2.810], [-0.945, -2.453, -2.341], [1.352, 2.476, -1.107], [1.434, 2.197, 0.402], [1.969, 2.401, -0.373], [0.765, 0.537, -3.073], [-0.243, 0.646, -1.870], [-0.092, 0.228, -2.773]], "forces_ev_per_a": [[-0.710, -0.567, 0.799], [0.110, 1.617, 1.767], [-1.165, -1.841, 0.507], [-0.004, 0.509, 0.849], [0.374, 0.307, -0.538], [-0.186, 0.408, -0.172], [0.573, -0.090, -0.518], [0.021, -0.243, -0.592], [0.062, -0.376, -0.323], [0.329, 0.755, -0.401], [0.385, -0.247, -0.689], [-0.436, -0.505, 0.272], [-0.009, -0.648, -0.206], [0.353, 1.014, -0.101], [-0.054, 0.096, 0.060], [0.001, 0.064, -0.090], [0.109, -0.095, 0.016], [0.172, -0.005, -0.037], [0.119, -0.569, -1.505], [-0.044, 0.417, 0.902]]}

***

Entry 4:
{"formula": "C4H10O", "method": "ωB97M-V/def2-TZVPD", "de_lowest_kcal_mol": 77.4, "homo_lumo_gap_ev": 9.224, "homo_energy_ev": -8.20, "molar_mass_g_mol": 74.12, "e_tot_ha": -233.52163, "species": ["C", "C", "C", "C", "O", "H", "H", "H", "H", "H", "H", "H", "H", "H", "H"], "coordinates": [[-2.006, -0.173, -0.366], [-0.822, 0.709, 0.026], [0.287, -0.066, 0.712], [1.640, 0.330, 0.572], [2.102, -1.089, -0.509], [-1.694, -0.949, -1.074], [-2.422, -0.680, 0.513], [-2.810, 0.410, -0.828], [-0.422, 1.196, -0.875], [-1.187, 1.523, 0.671], [0.933, -1.054, -0.148], [0.024, -0.537, 1.660], [1.910, 1.158, -0.084], [2.371, 0.117, 1.347], [2.162, -0.807, -1.438]], "forces_ev_per_a": [[-0.066, -0.055, -0.021], [-0.013, 0.062, -0.060], [0.064, 0.247, 0.232], [-0.234, 0.141, 0.202], [-0.063, -0.093, -0.387], [-0.042, 0.098, 0.096], [0.060, 0.075, -0.118], [0.117, -0.080, 0.073], [-0.042, -0.072, 0.128], [0.062, -0.110, -0.082], [0.244, -0.008, -0.056], [0.033, 0.055, -0.138], [-0.060, -0.155, 0.096], [-0.116, 0.002, -0.131], [0.056, -0.107, 0.166]]}